No. 1
Here is a structure of composition C33H30Cl4N3O4SeZr from OMol25. Energies are from ωB97M-V/def2-TZVPD.

Positions of all 76 atoms, in Å:
Zr1 1.42488 0.73572 -0.07584
C1 2.90890 -2.28484 -1.10224
N1 2.55998 -1.38932 0.00861
C2 3.67168 -1.28846 0.96299
C3 4.90566 -0.60433 0.34448
C4 4.59726 0.48274 -0.68849
N2 3.61923 1.44693 -0.18222
C5 4.04912 2.60924 0.16998
C6 3.32413 3.65630 0.82915
C7 3.93754 4.91857 0.94633
C8 3.32842 5.94875 1.61198
C9 2.07548 5.71954 2.20918
C10 1.46295 4.49512 2.13904
C11 2.06273 3.42176 1.44158
O1 1.49863 2.26050 1.40138
C12 1.33116 -2.92324 1.58131
C13 -1.14529 -2.75128 2.21360
C14 -1.90846 -2.25817 0.97881
N3 -1.23871 -1.32406 0.09275
C15 -1.51928 0.10784 0.08265
C16 -1.73382 0.70833 -1.29144
C17 -2.76615 0.25919 -2.09781
C18 -3.01869 0.81842 -3.34352
C19 -2.21158 1.85211 -3.79434
C20 -1.13080 2.27015 -3.03202
C21 -0.85442 1.68656 -1.80104
O2 0.29718 1.99859 -1.16698
H1 2.73593 -3.33165 -0.83783
H2 3.96433 -2.16969 -1.34697
H3 2.31168 -2.05264 -1.97829
H4 3.96963 -2.27349 1.34017
H5 3.31942 -0.71345 1.81926
H6 5.55221 -1.34038 -0.13775
H7 5.48927 -0.16662 1.15862
H8 4.19194 0.02694 -1.59359
H9 5.52243 0.99815 -0.96557
H10 5.10122 2.83629 -0.03440
H11 4.91034 5.06497 0.48815
H12 3.80050 6.91869 1.68509
H13 1.58563 6.52635 2.74108
H14 0.50223 4.31389 2.60246
H15 1.72736 -2.58021 2.53719
H16 2.03558 -3.63998 1.15370
H17 -0.79572 -1.91796 2.82806
H18 -1.85248 -3.33444 2.80442
H19 -2.82120 -1.78542 1.32691
H20 -2.21554 -3.13059 0.39821
H21 -0.75542 0.70875 0.59917
H22 -3.37420 -0.56628 -1.74856
H23 -3.83329 0.44588 -3.95104
H24 -2.39602 2.30903 -4.75944
H25 -0.44645 3.02671 -3.39768
Cl1 -0.51950 -5.60345 -1.73693
C22 -0.21035 -4.26257 -0.60588
C23 -0.25663 -4.64421 0.75260
Cl2 -1.63156 -5.71210 1.16615
C24 0.02848 -3.67452 1.83911
Cl3 0.42312 -4.63060 3.41407
C25 1.21410 -1.70204 0.70231
O3 0.99301 -0.52416 1.42577
C26 0.09714 -1.71508 -0.43703
O4 0.50507 -0.65578 -1.23584
C27 0.01268 -3.04233 -1.18448
Cl4 0.16495 -2.88440 -2.92016
Se1 -2.90730 0.75626 1.36616
C28 -4.56566 0.50163 0.43704
C29 -5.29683 -0.67222 0.58233
C30 -6.50107 -0.82653 -0.09087
C31 -6.98389 0.19436 -0.89809
C32 -6.26312 1.37287 -1.02962
C33 -5.05492 1.52702 -0.36456
H26 -4.92072 -1.47002 1.20855
H27 -7.05920 -1.74831 0.01460
H28 -7.92184 0.07074 -1.42511
H29 -6.63120 2.16942 -1.66405
H30 -4.47183 2.43047 -0.48536

charge	-1
ΔE to the lowest compared entry with this formula, charge and spin	94.80	kcal/mol
frontier orbital gap	4.64	eV

No. 2
Here is a structure of composition C10H14Br2ClNNiO8P2 from OMol25. Energies are from ωB97M-V/def2-TZVPD.

Positions of all 39 atoms, in Å:
Ni1 0.14320 -0.15290 -0.21730
Br1 3.49510 0.12400 1.77860
C1 2.14580 0.00270 3.11380
Br2 0.26550 -0.05940 2.41540
H1 2.21000 0.88510 3.74710
H2 2.29230 -0.91920 3.67200
N1 1.96270 -0.01200 -3.83670
C2 2.29500 0.00210 -2.39110
C3 3.77790 0.15840 -2.19290
P1 1.38820 1.51210 -1.78430
O1 -0.05790 1.03650 -2.36280
O2 1.95400 2.64440 -2.52990
O3 1.31830 1.48330 -0.27430
P2 1.77860 -1.61830 -1.67080
O4 0.19310 -1.59600 -2.18970
O5 2.50530 -2.70180 -2.34480
O6 1.69420 -1.49600 -0.17210
H3 2.18980 0.92710 -4.19990
H4 0.94100 -0.15150 -3.89260
H5 2.47280 -0.76050 -4.31950
H6 4.13450 1.08290 -2.64770
H7 4.31120 -0.70560 -2.59160
H8 3.98540 0.21230 -1.12510
H9 -0.93060 1.43260 -2.04400
H10 -0.11210 -2.50010 -2.29490
Cl1 -8.31280 -0.81370 0.84950
C4 -6.69230 -0.40050 0.41730
C5 -6.46360 0.57610 -0.54150
C6 -5.16460 0.89240 -0.89520
C7 -4.09700 0.23330 -0.29280
C8 -4.34030 -0.73820 0.67300
C9 -5.63550 -1.05860 1.03040
C10 -2.68100 0.55620 -0.69690
O7 -2.46350 1.45440 -1.51340
O8 -1.79360 -0.15980 -0.12900
H11 -7.29860 1.07270 -1.00890
H12 -4.97390 1.64740 -1.64180
H13 -3.50350 -1.23880 1.13620
H14 -5.82660 -1.81800 1.77200

expectation value of S²	2.0040
multiplicity	3
ΔE to the lowest compared entry with this formula, charge and spin	20.61	kcal/mol
frontier orbital gap (alpha / beta)	9.25 / 8.46	eV

No. 3
Here is an isolated molecule of C9H9N3 from OMol25. Energies are from ωB97M-V/def2-TZVPD.

Positions of all 21 atoms, in Å:
N1 3.16923 -0.09319 0.02550
C1 1.79667 -0.42060 0.00928
C2 1.33573 -1.76118 -0.01576
C3 0.00109 -2.06135 -0.04110
C4 -0.95594 -1.02326 -0.02042
N2 -2.27512 -1.36833 -0.02629
C5 -3.16372 -0.40981 0.00996
C6 -2.84118 0.96348 0.05087
C7 -1.52515 1.33036 0.05394
C8 -0.52284 0.32921 -0.00151
C9 0.87773 0.62443 -0.02372
N3 1.36870 1.94250 -0.03489
H1 3.76572 -0.91229 0.07185
H2 3.39122 0.52391 0.80881
H3 2.07822 -2.55328 -0.01945
H4 -0.36496 -3.07833 -0.08288
H5 -4.20577 -0.71994 0.00927
H6 -3.62432 1.71195 0.09035
H7 -1.25886 2.38516 0.10823
H8 0.71183 2.60847 -0.42408
H9 2.24173 1.98210 -0.54798

ΔE to the lowest compared entry with this formula, charge and spin	3.88	kcal/mol
frontier orbital gap	8.06	eV

No. 4
Here is an isolated molecule of C10H17PS from OMol25. Energies are from ωB97M-V/def2-TZVPD.

Positions of all 29 atoms, in Å:
C1 1.39182 2.38781 0.09944
C2 0.10843 2.53392 0.10036
C3 -0.90191 1.56512 -0.33600
C4 -2.06030 1.25429 0.22605
C5 -0.50311 0.75340 -1.53769
C6 -0.52054 3.81278 0.72456
C7 -0.51477 -2.71897 -0.44678
C8 2.00536 -2.55275 0.16091
C9 0.10537 -1.33220 1.37590
C10 0.64101 -1.84322 -0.01229
P1 1.00517 -0.44968 -1.25250
S1 1.47642 -1.17707 -3.07541
H1 2.42198 2.38099 0.35651
H2 -2.59830 0.53018 -0.17242
H3 -2.38810 1.82365 1.08342
H4 -1.23764 0.03854 -1.83393
H5 0.02547 1.23023 -2.26346
H6 -1.46550 3.83289 0.41716
H7 0.02706 4.75722 0.67297
H8 -0.66815 3.74072 1.75960
H9 -1.51481 -2.33815 -0.19839
H10 -0.70824 -2.83541 -1.60598
H11 -0.50835 -3.63636 -0.03688
H12 2.67169 -1.75804 0.26930
H13 2.06740 -3.15187 -0.62971
H14 1.92306 -3.21799 1.11270
H15 -0.51472 -0.44360 1.19239
H16 -0.66809 -2.00488 1.86755
H17 0.90230 -1.18157 1.98263

ΔE to the lowest compared entry with this formula, charge and spin	114.37	kcal/mol
frontier orbital gap (alpha / beta)	6.69 / 7.89	eV

No. 5
Here is a cluster of 2 separate species, C5H11N in total from OMol25. Energies are from ωB97M-V/def2-TZVPD.

Positions of all 17 atoms, in Å:
C1 2.04232 0.10921 -0.41600
N1 1.06813 -0.18024 0.41319
C2 0.65572 0.04248 1.80200
C3 -0.07491 -0.68295 0.76118
C4 -1.05604 1.47679 -1.33080
C5 -1.03262 -1.71243 0.30904
H1 2.00436 -0.30198 -1.41610
H2 0.01632 1.32515 -1.17419
H3 2.84041 0.75205 -0.07725
H4 0.39828 1.07719 2.05868
H5 1.27000 -0.46426 2.55667
H6 -1.60171 1.26609 -0.40778
H7 -1.40467 0.80053 -2.11678
H8 -1.22927 2.51116 -1.63286
H9 -1.98614 -1.60462 0.83426
H10 -1.23111 -1.59795 -0.76312
H11 -0.66627 -2.73533 0.47798

ΔE to the lowest compared entry with this formula, charge and spin	91.17	kcal/mol
frontier orbital gap	7.69	eV

No. 6
Here is an isolated molecule of C4H7NS2 from OMol25. Energies are from ωB97M-V/def2-TZVPD.

Positions of all 14 atoms, in Å:
C1 -1.96958 -0.23394 1.25827
C2 0.62584 -0.54266 0.66879
C3 0.41736 -0.12321 -0.75405
C4 1.62746 0.57482 -1.34663
N1 -3.07198 -0.30938 1.78210
S1 -0.85952 -1.43636 1.14242
S2 -0.92227 1.23165 -0.81476
H1 1.38966 -1.31763 0.57661
H2 0.75957 0.29408 1.39249
H3 0.15662 -0.92825 -1.33615
H4 1.43042 0.90887 -2.42372
H5 2.56611 -0.02958 -1.08374
H6 1.72124 1.57580 -0.80941
H7 -3.87093 0.33576 1.74777

ΔE to the lowest compared entry with this formula, charge and spin	66.73	kcal/mol
frontier orbital gap (alpha / beta)	7.58 / 6.98	eV

No. 7
Here is a cluster of 3 separate species, C5H14N2S in total from OMol25. Energies are from ωB97M-V/def2-TZVPD.

Positions of all 22 atoms, in Å:
C1 0.26910 0.12500 3.10777
C2 1.00468 0.30008 1.77446
S1 0.43266 1.72411 0.77292
N1 -1.14959 -0.21906 3.01765
H1 0.28579 1.09390 3.61255
H2 0.74201 -0.65387 3.71417
H3 0.89661 -0.61558 1.18425
H4 2.05831 0.45001 2.01196
H5 -1.32257 -1.15683 2.67209
H6 -1.56955 0.38075 2.31055
C3 -1.05864 -1.51617 -3.39354
C4 -0.12259 -0.95617 -2.35333
C5 0.92386 -1.60601 -1.82668
N2 -0.32690 0.39960 -2.14633
H7 -0.83429 -2.54895 -3.66303
H8 -2.10524 -1.46316 -3.07287
H9 -0.97263 -0.90786 -4.29212
H10 1.72343 -1.04474 -1.36442
H11 0.95329 -2.68642 -1.87969
H12 -1.27611 0.69661 -2.32191
H13 -0.06568 0.82407 -1.23460
H14 -1.43225 0.57692 0.38609

charge	-1
expectation value of S²	0.7565
multiplicity	2
ΔE to the lowest compared entry with this formula, charge and spin	21.92	kcal/mol
frontier orbital gap (alpha / beta)	5.86 / 7.13	eV

No. 8
Here is a cluster of 2 separate species, C2H2S2 in total from OMol25. Energies are from ωB97M-V/def2-TZVPD.

Positions of all 6 atoms, in Å:
C1 0.94348 -0.13509 0.95733
C2 -0.92155 0.96755 -0.11888
S1 1.96909 -0.14435 -0.31363
S2 -1.97456 -0.28016 -0.12568
H1 3.01202 -0.78411 0.29972
H2 -3.02848 0.37616 -0.69886

ΔE to the lowest compared entry with this formula, charge and spin	157.99	kcal/mol
frontier orbital gap	7.60	eV

No. 9
Here is a cluster of 2 separate species, C3H9NS2 in total from OMol25. Energies are from ωB97M-V/def2-TZVPD.

Positions of all 15 atoms, in Å:
N1 -0.78090 1.73707 0.58156
C1 -0.06536 0.48759 0.48786
C2 0.67696 0.16243 1.84527
C3 -1.02208 -0.64222 0.05482
S1 -2.37410 -0.12374 -0.94486
S2 2.66920 -0.71041 -0.56210
H1 -0.50576 2.36788 -0.21123
H2 -1.70637 1.42699 0.16485
H3 0.77038 0.72934 -0.21694
H4 -0.16836 -0.03089 2.61944
H5 1.30098 1.07428 2.14658
H6 1.27698 -0.83848 1.89813
H7 -1.30109 -1.10779 0.95818
H8 -0.20044 -1.25360 -0.49051
H9 3.74137 -1.22761 -1.15591

ΔE to the lowest compared entry with this formula, charge and spin	148.09	kcal/mol
frontier orbital gap	3.48	eV

No. 10
Here is a cluster of 10 separate species, C56H58Br2 in total from OMol25. Energies are from ωB97M-V/def2-TZVPD.

Positions of all 116 atoms, in Å:
C1 2.18735 1.21963 -37.03104
C2 1.50284 0.88074 -35.87393
C3 0.63669 1.79137 -35.28165
C4 0.51527 3.06882 -35.80910
C5 1.19642 3.39881 -36.97548
C6 1.99684 2.45812 -37.60837
H1 2.85155 0.52141 -37.52702
H2 1.59201 -0.11380 -35.45121
H3 0.15021 1.53871 -34.34794
H4 -0.06050 3.80736 -35.25913
H5 1.06523 4.38731 -37.40492
H6 2.41180 2.70715 -38.57701
C7 -2.90157 4.22602 -35.10716
C8 -2.18284 4.52587 -33.94993
C9 -1.57236 3.50841 -33.22677
C10 -1.68242 2.19014 -33.65651
C11 -2.39871 1.88496 -34.79513
C12 -2.98519 2.90672 -35.54401
H7 -3.46314 5.01779 -35.58798
H8 -2.12337 5.55641 -33.62395
H9 -1.03975 3.72177 -32.30830
H10 -1.19291 1.40119 -33.09504
H11 -2.49023 0.86214 -35.14239
H12 -3.55884 2.64818 -36.42541
C13 1.77357 -3.32588 -38.82880
C14 1.36018 -2.59562 -37.72170
C15 0.21029 -2.97597 -37.03391
C16 -0.44748 -4.14891 -37.37344
C17 -0.04881 -4.85725 -38.50062
C18 1.05398 -4.44373 -39.22883
H13 2.60676 -2.98184 -39.42996
H14 1.94291 -1.73204 -37.42342
H15 -0.13992 -2.35668 -36.21301
H16 -1.33630 -4.47624 -36.84916
H17 -0.63064 -5.71692 -38.80870
H18 1.37321 -5.00939 -40.09625
C19 -0.22408 7.00718 -35.40804
C20 -0.09872 7.52418 -34.12739
C21 -0.74803 8.69883 -33.79764
C22 -1.55087 9.33668 -34.73752
C23 -1.73889 8.77347 -35.99165
C24 -1.06016 7.61665 -36.33297
H19 0.35196 6.12999 -35.68176
H20 0.47675 6.99763 -33.37528
H21 -0.61288 9.15505 -32.82456
H22 -2.07474 10.24789 -34.47618
H23 -2.36941 9.27133 -36.71769
H24 -1.13350 7.23009 -37.34117
C25 -2.08630 0.67164 -40.83276
C26 -3.16066 1.09835 -40.06346
C27 -3.00681 1.25521 -38.69047
C28 -1.80311 0.98189 -38.08459
C29 -0.72384 0.56387 -38.85366
C30 -0.86601 0.39813 -40.22434
H25 -2.17937 0.47929 -41.89579
H26 -4.12163 1.29214 -40.52244
H27 -3.88069 1.55338 -38.12194
H28 -1.64174 1.15892 -37.02678
H29 0.24003 0.39972 -38.39568
H30 0.00494 0.16058 -40.82363
C31 -2.42928 -2.46631 -32.94882
C32 -1.51424 -3.50330 -33.11110
C33 -0.14980 -3.22061 -33.13229
C34 0.29867 -1.94015 -32.85713
C35 -0.60622 -0.92285 -32.62247
C36 -1.97482 -1.16806 -32.75378
H31 -3.49232 -2.67229 -32.97685
H32 -1.87063 -4.51912 -33.22310
H33 0.53565 -4.03845 -33.32187
H34 1.36371 -1.78521 -32.73559
H35 -0.26686 0.07391 -32.36740
H36 -2.68788 -0.35537 -32.67537
C37 3.65355 -1.84080 -34.25866
C38 3.95182 -2.82204 -33.33273
C39 5.11293 -2.73613 -32.57900
C40 6.00769 -1.69295 -32.80495
C41 5.74967 -0.77759 -33.80142
C42 4.55942 -0.81257 -34.49703
H37 2.73683 -1.87994 -34.83459
H38 3.22759 -3.60650 -33.14268
H39 5.32285 -3.47277 -31.81317
H40 6.93657 -1.59176 -32.25788
H41 6.44237 0.03797 -33.98138
H42 4.33330 -0.04308 -35.22445
C43 4.61474 5.89525 -32.64404
C44 3.50672 6.22934 -33.41529
C45 3.00167 5.33045 -34.33456
C46 3.58623 4.07051 -34.45980
C47 4.65088 3.72141 -33.64689
C48 5.19605 4.63590 -32.76051
H43 4.96057 6.63467 -31.93149
H44 3.08175 7.21701 -33.28104
H45 2.12787 5.60745 -34.91304
H46 3.18010 3.35387 -35.16193
H47 5.07270 2.72473 -33.73083
H48 6.08465 4.39732 -32.19094
C49 6.22665 0.65158 -37.14724
C50 6.28813 -0.72267 -37.34759
C51 5.68112 -1.27667 -38.46538
C52 4.99494 -0.46275 -39.35921
C53 4.91213 0.90644 -39.14912
C54 5.50615 1.46416 -38.01954
H49 6.69345 1.10367 -36.27994
H50 6.85452 -1.32131 -36.64531
H51 5.76573 -2.33634 -38.67162
H52 4.50246 -0.92227 -40.20818
H53 4.42378 1.53416 -39.88535
H54 5.52247 2.52795 -37.81374
Br1 -3.14933 5.46635 -39.27692
C55 -1.37816 5.52825 -40.06266
C56 -0.80469 4.13399 -40.09953
Br2 1.00849 4.24922 -40.78463
H55 -0.75411 6.22116 -39.51121
H56 -1.52896 5.88418 -41.07793
H57 -1.35727 3.45360 -40.73816
H58 -0.74863 3.68880 -39.10766

frontier orbital gap	9.52	eV

No. 11
Here is a cluster of 5 separate species, C5H20NO5 in total from OMol25. Energies are from ωB97M-V/def2-TZVPD.

Positions of all 31 atoms, in Å:
C1 -2.70993 1.09107 0.04942
N1 -1.34343 1.14409 0.57703
C2 -1.00904 0.71046 1.91309
C3 0.52862 0.47356 2.02727
C4 1.37601 0.61943 0.72875
O1 1.32887 -0.50047 -0.13208
C5 -2.91756 -0.31735 -0.56615
H1 -3.51218 1.25785 0.76445
H2 -2.63577 1.84861 -0.73485
H3 -0.67945 0.87484 -0.12293
H4 -1.26636 1.50450 2.61754
H5 -1.52091 -0.24051 2.13637
H6 0.94166 0.94645 2.91433
H7 0.73243 -0.59240 2.17372
H8 1.18459 1.48493 0.06913
H9 2.44564 0.74630 0.96700
H10 -3.31440 -0.96141 0.23025
H11 -3.39953 -0.39555 -1.53224
H12 -1.91193 -0.68738 -0.61708
H13 -0.30169 -0.53113 -1.31887
H14 0.33296 0.45146 -2.22310
O2 -0.45188 -0.11114 -2.17619
H15 2.72403 -1.06527 -0.49596
H16 3.05612 -1.86878 -1.67654
O3 3.55886 -1.40498 -0.99330
H17 3.33946 0.12539 -2.38371
H18 2.60714 1.12493 -1.53338
O4 2.70172 0.85360 -2.43953
H19 -0.67667 -2.02735 0.67405
H20 0.71921 -1.91942 0.38150
O5 0.07338 -2.63434 0.72200

charge	-1
ΔE to the lowest compared entry with this formula, charge and spin	31.32	kcal/mol
frontier orbital gap	8.42	eV

No. 12
Here is an isolated molecule of C2H3F2IO from OMol25. Energies are from ωB97M-V/def2-TZVPD.

Positions of all 9 atoms, in Å:
C1 -0.27918 0.02750 -0.77015
C2 0.46050 -0.72233 0.76322
O1 -1.15288 0.88933 -0.30109
F1 -0.24296 -1.76580 1.14791
F2 0.22379 0.25476 1.63007
I1 1.22360 0.98916 -1.97138
H1 -0.90751 -0.69073 -1.20046
H2 1.52102 -0.73295 0.64385
H3 -0.84637 1.75107 0.05804

expectation value of S²	2.0080
multiplicity	3
ΔE to the lowest compared entry with this formula, charge and spin	41.29	kcal/mol
frontier orbital gap (alpha / beta)	6.06 / 5.82	eV